The following is a quantum chemistry calculation of a cluster of 2 separate species, CN2O2S2 in total, from the Open Molecules 2025 dataset.

Geometry (Å):
C  -1.77  0.62  0.00
N  -1.80  1.63  -0.59
N  1.59  -0.04  0.10
O  1.13  0.48  1.03
O  2.48  0.00  -0.66
S  -1.47  -0.91  0.67
S  -0.16  -1.77  -0.56

Calculated values
**Energy above the lowest of the compared OMol25 structures with the same formula, charge and spin**: 33.1 kcal/mol
**LUMO level (spin up / spin down)**: -2.43 / -1.56 eV

The computed Löwdin charges, all in e, follow:
1. C -0.691
2. N 0.103
3. N -0.369
4. O 0.081
5. O 0.134
6. S 0.435
7. S 0.307



The following is a quantum chemistry calculation of a cluster of 2 separate species, C2H12N8O2 in total, from the Open Molecules 2025 dataset.

Geometry (Å):
C  0.82  0.95  -0.42
C  -1.07  -1.85  -0.03
N  0.80  1.34  1.83
N  -0.21  -2.73  -0.39
N  -2.40  -2.23  0.50
N  -0.01  0.10  -1.07
N  1.88  1.49  -1.04
N  -1.11  -0.51  -0.48
N  1.06  2.60  2.16
N  -2.10  0.17  0.22
O  0.78  -2.30  -1.16
O  2.24  1.19  -2.35
H  -3.08  -2.52  -0.20
H  -2.60  0.95  -0.21
H  0.46  -0.35  -1.95
H  2.59  2.11  -0.59
H  0.13  3.11  2.17
H  1.93  3.20  1.93
H  -1.56  0.70  0.98
H  1.72  0.86  1.74
H  -2.36  -2.93  1.20
H  -2.53  -1.21  0.88
H  1.49  -2.97  -1.29
H  3.13  0.83  -2.44

Calculated values
**LUMO level**: -8.23 eV
**Total charge**: +2

The computed Löwdin charges, all in e, follow:
1. C -0.052
2. C -0.267
3. N 0.085
4. N 0.069
5. N 0.267
6. N 0.059
7. N -0.031
8. N -0.134
9. N 0.045
10. N 0.078
11. O -0.024
12. O 0.024
13. H 0.193
14. H 0.146
15. H 0.202
16. H 0.177
17. H 0.161
18. H 0.186
19. H 0.122
20. H 0.100
21. H 0.161
22. H 0.139
23. H 0.163
24. H 0.131



The following is a quantum chemistry calculation of an isolated molecule of C5H14N4, from the Open Molecules 2025 dataset.

Geometry (Å):
C  0.57  -0.35  0.16
C  0.77  1.53  -1.48
C  1.03  -1.53  -0.69
C  -0.26  -0.50  2.76
N  -0.18  0.69  -0.49
C  -0.47  -0.95  1.34
N  -1.32  0.28  -1.20
N  0.23  2.82  -1.72
N  -1.40  -1.68  0.93
H  1.41  0.13  0.66
H  -1.19  -0.62  -1.68
H  -2.07  0.11  -0.53
H  -2.05  -2.02  1.64
H  0.22  3.38  -0.88
H  -0.72  2.74  -2.07
H  1.77  1.62  -1.05
H  0.81  0.97  -2.42
H  1.63  -2.20  -0.07
H  1.65  -1.19  -1.52
H  0.18  -2.09  -1.05
H  0.71  -0.83  3.12
H  -1.03  -0.90  3.43
H  -0.28  0.59  2.80

Calculated values
**Energy above the lowest of the compared OMol25 structures with the same formula, charge and spin**: 36.7 kcal/mol
**LUMO level**: 0.95 eV

The computed Löwdin charges, all in e, follow:
1. C -0.334
2. C -0.240
3. C -0.072
4. C -0.048
5. N -0.204
6. C -0.339
7. N 0.016
8. N -0.001
9. N 0.120
10. H 0.123
11. H 0.075
12. H 0.065
13. H 0.060
14. H 0.068
15. H 0.061
16. H 0.108
17. H 0.105
18. H 0.078
19. H 0.070
20. H 0.057
21. H 0.078
22. H 0.074
23. H 0.081



The following is a quantum chemistry calculation of a structure of composition C39H40F2HfI2N2O2PS, from the Open Molecules 2025 dataset.

Geometry (Å):
Hf  -0.90  0.34  1.18
I  -7.62  -3.65  2.30
C  -5.95  -2.41  1.81
C  -6.11  -1.32  0.96
C  -5.05  -0.41  0.89
I  -5.42  1.13  -0.49
C  -3.81  -0.66  1.50
O  -2.87  0.27  1.38
C  -3.64  -1.87  2.15
C  -2.22  -2.17  2.67
N  -1.08  -2.02  1.78
C  -1.29  -2.97  0.66
C  -1.79  -2.30  -0.64
C  -2.25  -3.11  -1.65
C  -2.68  -2.57  -2.83
C  -2.71  -1.20  -2.99
C  -2.27  -0.46  -1.87
N  -1.73  -0.96  -0.76
C  -4.71  -2.71  2.33
H  -7.08  -1.09  0.50
H  -2.24  -3.09  3.18
H  -2.13  -1.45  3.53
H  -0.23  -2.25  2.33
H  -1.99  -3.80  0.87
H  -0.29  -3.26  0.39
H  -2.28  -4.20  -1.45
H  -2.90  -3.23  -3.64
H  -3.13  -0.75  -3.82
H  -2.18  0.57  -1.93
H  -4.58  -3.66  2.85
C  4.77  0.23  -1.03
C  3.59  0.43  -1.95
C  3.78  0.72  -3.28
C  2.73  0.82  -4.17
C  1.47  0.54  -3.72
C  1.22  0.22  -2.40
C  2.25  0.12  -1.45
P  1.61  -0.22  0.21
C  2.57  -1.70  0.72
C  3.35  -1.75  1.90
C  4.16  -2.78  2.31
C  4.18  -3.86  1.47
C  3.46  -3.90  0.26
C  2.72  -2.78  -0.17
C  1.87  -2.97  -1.42
C  2.07  1.26  1.20
C  2.67  2.44  0.74
C  2.81  3.55  1.54
C  2.31  3.48  2.83
C  1.76  2.31  3.36
C  1.59  1.20  2.51
C  0.69  0.05  2.79
H  5.34  1.12  -1.15
H  5.36  -0.61  -1.49
H  4.49  0.09  0.00
H  4.78  0.79  -3.67
H  3.02  0.96  -5.24
H  0.67  0.69  -4.45
H  0.24  -0.02  -2.05
H  3.30  -0.91  2.50
H  4.73  -2.63  3.18
H  4.71  -4.78  1.67
H  3.43  -4.78  -0.38
H  1.61  -4.02  -1.70
H  2.37  -2.72  -2.42
H  1.02  -2.41  -1.37
H  3.00  2.51  -0.30
H  3.17  4.54  1.19
H  2.37  4.35  3.54
H  1.67  2.32  4.42
H  0.13  0.10  3.78
H  1.18  -0.95  2.79
O  -0.73  1.75  -0.36
S  -0.19  3.22  -0.33
C  -1.65  4.23  -0.45
C  -2.16  4.16  -1.89
C  -0.88  4.27  -2.78
C  0.20  3.49  -2.07
H  -1.46  5.27  -0.19
H  -2.36  3.88  0.31
H  -2.70  5.02  -2.09
H  -2.81  3.27  -2.08
H  -0.66  5.37  -2.83
H  -0.94  3.89  -3.81
H  1.23  3.84  -2.14
H  0.22  2.46  -2.55
F  -0.71  3.42  2.50
C  -1.47  2.23  2.48
F  -1.56  1.92  3.87
H  -2.47  2.46  2.10

Calculated values
**Energy above the lowest of the compared OMol25 structures with the same formula, charge and spin**: 0.0 kcal/mol
**LUMO level**: -2.24 eV
**Total charge**: +1

The computed Löwdin charges, all in e, follow:
1. Hf 1.497
2. I 0.839
3. C -0.691
4. C -0.235
5. C -0.602
6. I 0.943
7. C -0.382
8. O -0.293
9. C -0.157
10. C -0.151
11. N -0.110
12. C -0.096
13. C -0.237
14. C -0.012
15. C -0.039
16. C -0.001
17. C -0.140
18. N 0.033
19. C -0.118
20. H 0.082
21. H 0.112
22. H 0.153
23. H 0.123
24. H 0.143
25. H 0.110
26. H 0.138
27. H 0.118
28. H 0.096
29. H 0.067
30. H 0.109
31. C -0.027
32. C -0.243
33. C -0.052
34. C -0.073
35. C -0.105
36. C -0.149
37. C -0.289
38. P 1.074
39. C -0.294
40. C -0.092
41. C -0.053
42. C -0.065
43. C -0.029
44. C -0.249
45. C -0.056
46. C -0.339
47. C -0.127
48. C -0.095
49. C -0.074
50. C -0.025
51. C -0.340
52. C -0.296
53. H 0.071
54. H 0.114
55. H 0.060
56. H 0.121
57. H 0.133
58. H 0.112
59. H 0.053
60. H 0.074
61. H 0.102
62. H 0.106
63. H 0.115
64. H 0.093
65. H 0.119
66. H -0.005
67. H 0.102
68. H 0.123
69. H 0.133
70. H 0.117
71. H 0.089
72. H 0.025
73. O -0.640
74. S 1.082
75. C -0.304
76. C -0.192
77. C -0.193
78. C -0.295
79. H 0.120
80. H 0.100
81. H 0.086
82. H 0.112
83. H 0.127
84. H 0.124
85. H 0.098
86. H 0.090
87. F -0.103
88. C -0.356
89. F -0.083
90. H 0.067



The following is a quantum chemistry calculation of a cluster of 2 separate species, C5H14NO in total, from the Open Molecules 2025 dataset.

Geometry (Å):
C  -2.25  -1.18  1.81
C  -1.00  -1.75  1.08
C  -0.69  -1.23  -0.37
C  -0.07  0.14  -0.35
C  1.05  0.30  0.39
N  1.49  1.70  0.58
H  -1.97  -0.18  2.14
H  -2.50  -1.87  2.61
H  -3.09  -1.18  1.11
H  -1.28  -2.80  0.97
H  -0.10  -1.50  1.64
H  -1.65  -1.34  -0.88
H  0.00  -1.94  -0.82
H  -0.20  0.86  -1.15
H  1.78  -0.50  0.46
H  0.78  2.39  0.85
H  1.90  2.13  -0.27
H  2.20  1.71  1.31
H  2.49  1.72  -3.97
H  1.47  2.73  -3.61
O  1.64  1.80  -3.51

Calculated values
**Energy above the lowest of the compared OMol25 structures with the same formula, charge and spin**: 64.9 kcal/mol
**LUMO level**: -3.76 eV
**Total charge**: +1

The computed Löwdin charges, all in e, follow:
1. C -0.089
2. C -0.246
3. C -0.183
4. C -0.046
5. C -0.090
6. N 0.191
7. H 0.068
8. H 0.073
9. H 0.075
10. H 0.110
11. H 0.085
12. H 0.116
13. H 0.126
14. H 0.130
15. H 0.146
16. H 0.172
17. H 0.169
18. H 0.176
19. H 0.050
20. H 0.021
21. O -0.055



The following is a quantum chemistry calculation of a cluster of 2 separate species, C4H11NS in total, from the Open Molecules 2025 dataset.

Geometry (Å):
C  1.81  0.99  1.42
S  1.98  -0.36  0.27
C  1.93  0.51  -1.33
H  1.09  1.67  0.96
H  1.41  0.61  2.36
H  2.72  1.49  1.77
H  1.15  1.24  -1.58
H  1.88  -0.27  -2.07
H  2.87  1.12  -1.26
C  -1.56  -1.92  -0.01
C  -2.27  -0.92  -0.50
N  -2.47  0.35  0.14
H  -1.39  -1.88  1.07
H  -1.38  -2.83  -0.57
H  -2.32  -0.75  -1.57
H  -2.10  0.24  1.07
H  -3.36  0.72  -0.16

Calculated values
**Energy above the lowest of the compared OMol25 structures with the same formula, charge and spin**: 40.8 kcal/mol
**LUMO level**: 1.00 eV

The computed Löwdin charges, all in e, follow:
1. C -0.459
2. S 0.710
3. C -0.425
4. H 0.032
5. H 0.025
6. H 0.032
7. H 0.040
8. H 0.013
9. H 0.038
10. C -0.044
11. C -0.305
12. N 0.020
13. H 0.051
14. H 0.045
15. H 0.094
16. H 0.067
17. H 0.067